Entry 1:
# C10H12F6N3O2PS

2 unconnected molecules or ions with the total composition C10H12F6N3O2PS (the ωB97M-V functional and the def2-TZVPD basis, the Open Molecules 2025 dataset).

The geometry in XYZ format:
```
35
C10H12F6N3O2PS, DFT the ωB97M-V functional and the def2-TZVPD basis
C -1.2250 1.1414 1.2221
C -0.8560 1.4826 -0.3732
C 0.6229 0.8405 -0.8014
N 1.0186 -0.3129 0.0948
C 0.4241 -1.6307 -0.3562
C -0.7109 -1.8308 -1.5289
N -1.2818 -3.2071 -1.8829
C -0.8254 -4.4895 -1.1595
C 0.3237 -4.4669 0.0545
C 0.9288 -2.9873 0.4322
C 2.0387 -2.9368 1.6756
O 3.3334 -3.3097 1.4769
O 1.5642 -2.5199 3.0249
N 0.2754 -2.1385 2.9933
C -0.5536 -3.1537 3.4875
S -1.6064 -4.5300 3.4113
H -0.2488 1.1655 1.9033
H -1.9479 2.0208 1.5799
H -1.7662 0.0920 1.2893
H -1.7423 1.0330 -1.0191
H -0.7987 2.6382 -0.5579
H 1.4023 1.7072 -0.6182
H 0.6644 0.5674 -1.9556
H 2.0766 -0.4202 0.0488
H -1.1405 -0.8981 -2.1214
H -2.0310 -3.2797 -2.6270
H -1.2942 -5.5546 -1.4115
H 0.6686 -5.4324 0.6335
F -0.6591 6.1863 0.0945
P 0.3839 5.7728 -0.9880
F 1.2489 4.4974 -1.2231
F 1.1866 5.9989 0.3291
F -0.3585 6.7218 -1.9772
F -0.6045 4.6482 -1.4222
F 1.4898 6.5844 -1.7285
```

Summary:
LUMO level: -3.76 eV
E_HOMO: -8.6294 eV
calculated total energy: -55543.7651 eV

Atomic partial charges in e from the Mulliken method, atoms 1 to 5: -0.842 -0.048 -0.686 -0.221 0.548

Entry 2:
# C16H36As3CsF18P

A molecular structure, C16H36As3CsF18P (the ωB97M-V functional and the def2-TZVPD basis, the Open Molecules 2025 dataset).

The geometry in XYZ format:
```
75
C16H36As3CsF18P, DFT the ωB97M-V functional and the def2-TZVPD basis
Cs 3.4420 -0.8158 -5.2569
C 0.0098 2.4543 5.8615
C -0.9202 1.1881 5.7358
C -0.1192 0.0429 5.1656
C 0.1641 0.1698 3.6462
P -1.1842 -0.2082 2.4889
C -0.4932 0.2059 0.8735
C 0.6307 -0.6671 0.4432
C 0.7961 -0.3195 -1.0250
C 1.9177 -1.1867 -1.6356
C -1.6398 -1.9031 2.7539
C -2.8128 -2.4271 1.8329
C -3.4304 -3.7382 2.2775
C -2.5650 -4.9675 2.7000
C -2.5545 0.9107 2.7888
C -3.4906 1.2851 1.7001
C -4.8928 1.4944 2.3522
C -5.0016 2.8200 3.0900
H -0.4862 3.3805 6.1519
H 0.5854 2.7128 4.9727
H 0.7517 2.3273 6.6498
H -1.7759 1.6261 5.2221
H -1.4382 0.8661 6.6392
H -0.8589 -0.7433 5.3172
H 0.8195 -0.0790 5.7060
H 0.8589 -0.6301 3.3903
H 0.6723 1.1229 3.5003
H -0.3385 1.2833 0.8167
H -1.2663 -0.0178 0.1383
H 0.5255 -1.7464 0.5533
H 1.5133 -0.3868 1.0182
H 1.0043 0.7481 -1.0956
H -0.1423 -0.5478 -1.5303
H 2.3815 -0.7703 -2.5299
H 1.5220 -2.1443 -1.9740
H 2.6812 -1.4505 -0.9038
H -1.8902 -1.9528 3.8136
H -0.7389 -2.4963 2.5978
H -2.4109 -2.4808 0.8211
H -3.6701 -1.7543 1.8141
H -3.9521 -4.1196 1.3997
H -4.2543 -3.5460 2.9647
H -3.1186 -5.8602 2.9909
H -1.8397 -4.7670 3.4885
H -2.0201 -5.3888 1.8551
H -2.0456 1.8188 3.1121
H -3.0398 0.5044 3.6762
H -3.6096 0.4348 1.0285
H -3.1915 2.1683 1.1357
H -5.1011 0.6651 3.0283
H -5.5901 1.4563 1.5153
H -4.2609 2.9424 3.8803
H -6.0179 2.9494 3.4621
H -4.7386 3.6773 2.4705
As -0.3633 -0.0465 -5.3013
F 0.6302 0.3249 -6.7546
F -1.6687 -0.6740 -6.3036
F -1.2565 -0.4208 -3.8197
F 0.9765 0.5651 -4.3082
F -1.1094 1.6128 -5.3304
F 0.3960 -1.6442 -5.2050
As 6.5325 -0.4495 -8.0404
F 4.9305 0.1609 -7.4556
F 6.4488 0.6196 -9.4780
F 8.1418 -1.1459 -8.5736
F 6.6770 -1.4538 -6.5710
F 5.6821 -1.7341 -8.9738
F 7.3712 0.8289 -7.1046
As 4.7774 2.7748 -4.2360
F 3.4283 1.9816 -5.1996
F 4.1484 2.0748 -2.6234
F 6.0647 3.7124 -3.4161
F 5.3974 3.2925 -5.8529
F 3.6142 4.1402 -4.1031
F 5.8054 1.3405 -4.2387
```

Summary:
LUMO level: 0.44 eV
E_HOMO: -8.6936 eV
total charge: -1
calculated total energy: -258456.0344 eV
relative energy (zero: lowest compared OMol25 entry of this formula, charge and spin): 66.5 kcal per mole

Atomic partial charges in e from the Mulliken method, atoms 1 to 5: 1.207 -1.473 -0.115 -0.395 -1.342

Entry 3:
# C21H38IrN5O6

A molecular structure, C21H38IrN5O6 (the ωB97M-V functional and the def2-TZVPD basis, the Open Molecules 2025 dataset).

The geometry in XYZ format:
```
71
C21H38IrN5O6, DFT the ωB97M-V functional and the def2-TZVPD basis
Ir 0.0357 0.0222 0.6359
C 2.0740 -1.5621 3.0891
C 2.5817 -0.3266 2.3389
N 2.1061 -0.1747 0.9283
C 2.7952 0.9507 0.2291
C 2.1881 1.0736 -1.1515
N 0.6933 1.0872 -1.0717
C 0.0665 2.4286 -1.2903
C 0.2041 3.3829 -0.1204
C -0.6426 2.9637 1.0628
N -0.1073 1.7427 1.7484
C -0.9021 1.4506 2.9873
C -0.4404 0.1407 3.5835
N -0.2933 -0.8796 2.5003
C 0.6121 -1.9877 2.8877
H 2.2692 -1.3648 4.1441
H 2.7028 -2.4223 2.8507
H 3.6726 -0.3480 2.3202
H 2.3098 0.5946 2.8577
H 2.3560 -1.0219 0.4171
H 3.8664 0.7503 0.1685
H 2.6740 1.8557 0.8260
H 2.4805 0.2146 -1.7578
H 2.5453 1.9692 -1.6595
H 0.3132 0.5252 -1.8380
H -0.9880 2.2397 -1.4954
H 0.5103 2.8442 -2.1962
H -0.1547 4.3615 -0.4439
H 1.2498 3.5372 0.1631
H -1.6583 2.7302 0.7496
H -0.6956 3.7485 1.8192
H 0.8492 1.9608 2.0310
H -1.9500 1.4186 2.6929
H -0.7742 2.2768 3.6872
H -1.1644 -0.2191 4.3156
H 0.5109 0.2506 4.1012
H -1.2232 -1.3005 2.3156
H 0.5130 -2.7351 2.1109
H 0.2271 -2.4450 3.8009
C -2.6370 -0.1868 -2.8597
O -1.2444 -0.2420 -2.5162
C -0.6234 -1.4706 -2.8399
C -0.5166 -2.4131 -1.6727
O 0.3849 -1.9248 -0.5997
C 1.1564 -3.0743 -0.1553
H -2.7807 -0.4940 -3.8959
H -2.9562 0.8464 -2.7486
H -3.2272 -0.8309 -2.2044
H 0.3802 -1.2551 -3.2232
H -1.1623 -1.9746 -3.6464
H -0.0627 -3.3291 -2.0502
H -1.4765 -2.6638 -1.2179
H 1.7651 -3.4260 -0.9869
H 0.4905 -3.8699 0.1792
H 1.8111 -2.7890 0.6624
O -2.5266 -1.6202 1.4031
C -2.8460 -0.6152 0.7998
O -1.8722 0.2789 0.4613
C -4.2048 -0.1737 0.4894
C -5.2900 -1.0207 0.7449
C -6.5757 -0.5827 0.4801
C -6.7961 0.6958 -0.0284
C -5.7047 1.5126 -0.2677
C -4.4167 1.1038 -0.0229
N -5.8944 2.8821 -0.8015
O -7.0071 3.1988 -1.1238
O -4.8953 3.5781 -0.8723
H -5.1189 -2.0102 1.1477
H -7.4178 -1.2328 0.6720
H -7.7943 1.0575 -0.2371
H -3.6115 1.7859 -0.2389
```

Summary:
LUMO level (alpha / beta): -9.91 / -12.94 eV
E_HOMO (alpha / beta): -17.6909 / -17.6690 eV
total charge: +3
2S+1: 2
calculated total energy: -44938.7871 eV
relative energy (zero: lowest compared OMol25 entry of this formula, charge and spin): 12.9 kcal per mole

Atomic partial charges in e from the Mulliken method, atoms 1 to 5: 4.477 -0.929 -0.732 -1.177 -0.817

> Among the records above, which one has the lowest calculated total energy?

C16H36As3CsF18P